# 1
115
Properties=species:S:1:pos:R:3:lowdin_charge:R:1 method="wB97M-V/def2-TZVPD" e_lumo_ev=0.040 smiles="N=[PH2]OC(=O)NCCCCCCCCCCCCn1cccc1.CC(C)=O.CC(C)=O.CC(C)=O.CC(C)=O.CC(C)=O.CC(C)=O"
N 5.6006 -0.8777 0.7323 -0.31
P 4.2681 -0.2401 0.0981 0.76
O 3.0488 -1.4658 -0.1323 -0.23
C 1.8385 -0.8414 -0.6413 -0.49
O 0.7465 -1.4196 -0.3637 0.04
N 2.0207 0.3545 -1.4586 0.00
C 0.7625 1.1295 -1.6696 -0.19
C 0.6599 2.3653 -0.6100 -0.17
C 0.2957 1.7427 0.8260 -0.19
C -0.5705 2.6942 1.7858 -0.20
C -0.1798 4.2566 1.7503 -0.21
C -1.5094 5.1650 1.4660 -0.20
C -1.9172 4.9738 -0.0743 -0.21
C -3.3545 5.5865 -0.4720 -0.21
C -4.5631 4.5256 -0.3813 -0.21
C -4.4300 3.2852 -1.3989 -0.20
C -3.8442 1.9373 -0.7431 -0.18
C -4.9041 0.7144 -0.6874 -0.15
N -4.3469 -0.4281 0.1192 -0.15
C -3.1781 -1.2663 -0.1973 -0.10
C -2.8575 -2.3393 0.9036 -0.08
C -3.9826 -2.1358 1.9917 -0.07
C -4.8127 -0.9677 1.3951 -0.10
H 6.3765 -0.7036 0.0600 -0.01
H 4.6078 0.3515 -1.1599 0.02
H 3.6955 0.7839 0.9170 0.02
H 2.5422 0.1774 -2.3278 0.13
H -0.1927 0.5076 -1.7268 0.12
H 0.8689 1.6440 -2.7055 0.13
H -0.1108 3.1062 -1.0112 0.10
H 1.6791 2.9185 -0.6225 0.11
H -0.3613 0.8089 0.6154 0.11
H 1.2566 1.3250 1.3128 0.10
H -1.6940 2.5895 1.5801 0.09
H -0.4201 2.3241 2.8748 0.11
H 0.1495 4.5402 2.8266 0.11
H 0.6990 4.5270 1.0724 0.09
H -1.2135 6.2337 1.7501 0.11
H -2.3072 4.7802 2.2133 0.12
H -1.9744 3.8459 -0.2710 0.07
H -1.0461 5.3962 -0.7080 0.12
H -3.6011 6.5127 0.1719 0.11
H -3.2560 5.9508 -1.5669 0.11
H -5.5210 5.1158 -0.6679 0.11
H -4.7504 4.1905 0.7138 0.12
H -5.5037 3.0550 -1.7662 0.09
H -3.8536 3.6031 -2.3528 0.12
H -3.3928 2.1947 0.2754 0.09
H -2.9605 1.5895 -1.4109 0.11
H -5.0331 0.3371 -1.7620 0.12
H -5.8740 1.0875 -0.2119 0.13
H -2.5429 -1.1619 -1.1424 0.09
H -1.9984 -3.0953 0.9334 0.08
H -4.1241 -2.7023 2.9844 0.05
H -5.7461 -0.4878 1.8765 0.10
C 5.1566 -3.7354 -0.1419 -0.05
C 5.6561 -4.9737 -0.8373 -0.49
C 4.6447 -6.0407 -1.1667 -0.02
O 6.8328 -5.1086 -1.1231 0.05
H 5.9915 -3.0569 0.0319 0.05
H 4.4200 -3.2301 -0.7679 0.06
H 4.7167 -4.0021 0.8213 0.09
H 3.8840 -5.6371 -1.8387 0.06
H 4.1816 -6.4097 -0.2490 0.09
H 5.1460 -6.8735 -1.6653 0.08
C -3.7908 -3.7447 7.2293 -0.03
C -3.5227 -3.4292 5.7819 -0.49
C -2.0890 -3.2218 5.3714 -0.02
O -4.4307 -3.3450 4.9744 0.04
H -4.8656 -3.8684 7.3798 0.08
H -3.2893 -4.6746 7.5060 0.09
H -3.4413 -2.9241 7.8595 0.09
H -1.5119 -4.1286 5.5656 0.09
H -1.6639 -2.3780 5.9191 0.09
H -2.0464 -3.0021 4.3020 0.07
C 1.4099 -3.6082 -3.0230 -0.01
C 1.9376 -3.5555 -4.4318 -0.50
C 2.2234 -4.8664 -5.1151 -0.02
O 2.1261 -2.4927 -4.9968 0.05
H 1.2479 -2.5939 -2.6528 0.06
H 0.4569 -4.1411 -3.0034 0.10
H 2.1343 -4.1034 -2.3725 0.07
H 1.3064 -5.4552 -5.1880 0.09
H 2.9840 -5.4179 -4.5581 0.08
H 2.5976 -4.6751 -6.1233 0.08
C -9.2929 1.2340 -3.7253 -0.02
C -8.0842 0.7668 -2.9588 -0.49
C -7.8832 -0.7191 -2.8198 -0.01
O -7.2994 1.5604 -2.4701 0.04
H -9.3093 2.3260 -3.7447 0.08
H -9.2464 0.8664 -4.7527 0.09
H -10.2028 0.8788 -3.2370 0.09
H -7.7743 -1.1733 -3.8071 0.09
H -8.7307 -1.1609 -2.2914 0.09
H -6.9744 -0.9098 -2.2446 0.07
C 4.3612 6.0501 -0.4139 -0.02
C 3.2172 5.9297 -1.3855 -0.50
C 3.5347 6.0676 -2.8509 -0.02
O 2.0796 5.7285 -1.0010 0.05
H 3.9851 5.9300 0.6046 0.08
H 5.0988 5.2686 -0.6093 0.09
H 4.8221 7.0362 -0.5027 0.09
H 4.2355 5.2868 -3.1545 0.09
H 3.9590 7.0545 -3.0480 0.09
H 2.6162 5.9589 -3.4320 0.08
C 7.1228 -4.7390 2.9656 -0.02
C 8.0614 -3.8415 3.7268 -0.50
C 8.6648 -2.6808 2.9817 -0.02
O 8.3220 -4.0462 4.8986 0.06
H 6.7641 -5.5317 3.6263 0.08
H 6.2652 -4.1632 2.6114 0.07
H 7.6468 -5.1958 2.1230 0.09
H 7.8740 -2.0149 2.6276 0.07
H 9.2568 -3.0468 2.1399 0.09
H 9.3197 -2.1208 3.6533 0.08


# 2
26
Properties=species:S:1:pos:R:3:nbo_charge:R:1 method="wB97M-V/def2-TZVPD" e_above_lowest_ev=2.005 e_lumo_ev=-1.160
C -1.0478 2.7022 0.7999 -0.72
C -1.2370 1.7427 -0.4442 0.72
O -2.2827 1.7979 -1.0558 -0.53
N -0.1826 0.8241 -0.8684 -0.60
C -0.2892 0.4291 -2.2812 0.75
C 0.8252 1.0277 -3.2464 -0.72
O -1.1424 -0.2714 -2.7651 -0.50
C -0.0251 -0.3056 0.0306 0.14
C -0.8089 -1.5341 -0.0181 -0.24
C -0.5592 -2.6283 1.0280 0.31
O -1.3665 -3.7774 0.9610 -0.70
C 0.4481 -2.4383 2.0543 -0.28
C 1.2981 -1.1951 2.1758 0.11
N 2.2777 -0.8751 3.1025 -0.56
S 2.7275 0.6735 2.6087 0.87
N 1.8147 1.0080 1.2630 -0.58
C 1.0222 -0.1453 1.1228 0.08
H -1.2226 2.1620 1.7685 0.24
H -1.6911 3.6155 0.6794 0.25
H 0.0256 3.0500 0.7799 0.24
H 1.6422 1.4729 -2.6011 0.23
H 1.1906 0.1865 -3.8885 0.24
H 0.3979 1.8904 -3.8350 0.25
H -1.5872 -1.6738 -0.8095 0.27
H -0.8392 -4.5150 0.5980 0.49
H 0.6116 -3.2235 2.8412 0.24


# 3
97
Properties=species:S:1:pos:R:3:lowdin_charge:R:1 method="wB97M-V/def2-TZVPD" e_lumo_ev=-5.444 total_charge=+1
O 7.5417 -2.9397 -5.8776 0.00
C 6.4631 -2.3042 -6.1076 -0.22
C 5.9674 -1.2316 -5.0249 -0.08
C 4.4377 -1.4840 -4.5253 -0.09
C 3.3960 -0.4835 -5.0853 0.13
C 1.9318 -0.8419 -4.5753 0.00
C 0.6417 -0.0009 -4.9858 -0.10
C -0.1621 -0.8386 -6.1128 -0.15
F -1.0416 -1.8150 -5.5346 -0.07
C 1.9770 -2.1027 -3.6572 -0.15
O 0.6822 -2.5256 -3.1863 0.02
N 3.0366 -2.8988 -3.2047 0.17
N 4.2576 -2.5826 -3.6410 -0.13
C 5.3911 -3.4541 -3.1385 -0.07
C 5.6194 -4.7594 -4.0504 -0.70
O 6.5135 -5.6168 -3.8053 -0.02
I 4.3428 -5.1741 -5.7745 0.88
H 5.9277 -2.5316 -7.0959 0.13
H 6.6822 -1.1360 -4.1207 0.14
H 6.0229 -0.1972 -5.5488 0.14
H 3.6101 0.3889 -5.7953 0.14
H 0.9890 0.9916 -5.4339 0.13
H -0.0186 0.2634 -4.0704 0.15
H -0.6968 -0.0848 -6.7986 0.14
H 0.5946 -1.3930 -6.7658 0.13
H 0.7211 -2.6678 -2.2063 0.14
H 6.3389 -2.8615 -2.9071 0.15
H 5.0128 -3.8488 -2.1147 0.17
C -3.1354 -3.1485 -1.5253 -0.10
O -2.8426 -2.5433 -0.2801 -0.21
C -4.0180 -2.3114 0.4931 -0.19
C -3.6494 -2.0319 1.9462 -0.18
O -3.4134 -3.2259 2.6951 -0.13
C -2.1676 -3.8781 2.4393 -0.17
C -0.9818 -3.1609 3.0753 -0.20
O -0.5554 -2.0794 2.2495 -0.21
C 0.2958 -1.1850 2.9438 -0.11
H -3.8122 -2.5172 -2.1121 0.09
H -2.1989 -3.2686 -2.0732 0.07
H -3.5755 -4.1389 -1.3718 0.09
H -4.6800 -3.1827 0.4401 0.13
H -4.5270 -1.4369 0.0701 0.11
H -4.5091 -1.5575 2.4285 0.13
H -2.8102 -1.3390 2.0330 0.12
H -2.0202 -4.0424 1.3702 0.12
H -2.2570 -4.8627 2.9077 0.13
H -0.1410 -3.8582 3.1711 0.12
H -1.2635 -2.7898 4.0668 0.13
H -0.2431 -0.7159 3.7731 0.09
H 0.6095 -0.4026 2.2504 0.08
H 1.1831 -1.7059 3.3151 0.09
C 7.0676 0.9235 1.6446 -0.11
O 5.9559 1.5644 2.2403 -0.20
C 4.7250 1.1518 1.6549 -0.20
C 3.5544 1.5443 2.5489 -0.17
O 3.3368 0.6180 3.6148 -0.15
C 4.2695 0.6948 4.6966 -0.17
C 4.0307 1.9001 5.5987 -0.20
O 4.6262 3.0653 5.0351 -0.21
C 4.1466 4.2522 5.6399 -0.11
H 7.1082 1.1396 0.5705 0.08
H 7.9740 1.3053 2.1167 0.09
H 7.0180 -0.1572 1.8141 0.09
H 4.7274 0.0660 1.5029 0.12
H 4.6304 1.6585 0.6862 0.12
H 2.6414 1.5062 1.9467 0.12
H 3.6486 2.5643 2.9256 0.12
H 5.2983 0.6524 4.3346 0.12
H 4.0986 -0.2091 5.2888 0.13
H 4.4989 1.7251 6.5745 0.13
H 2.9541 2.0539 5.7325 0.13
H 3.0728 4.3637 5.4576 0.09
H 4.6632 5.0998 5.1865 0.09
H 4.3493 4.2474 6.7150 0.09
C -4.9121 1.6740 -1.6658 -0.11
O -5.7154 1.9572 -0.5368 -0.20
C -4.9565 1.9645 0.6696 -0.19
C -5.7432 2.6400 1.7867 -0.17
O -5.6538 4.0656 1.7435 -0.14
C -6.4334 4.7008 0.7273 -0.17
C -7.9215 4.7329 1.0569 -0.20
O -8.5313 3.4916 0.7138 -0.21
C -9.8077 3.3450 1.3081 -0.11
H -4.4259 0.6971 -1.5589 0.07
H -5.5567 1.6540 -2.5461 0.09
H -4.1617 2.4596 -1.8039 0.09
H -4.0083 2.4914 0.5128 0.13
H -4.7565 0.9213 0.9434 0.11
H -5.2893 2.3542 2.7402 0.13
H -6.7834 2.3104 1.8142 0.12
H -6.2412 4.2587 -0.2521 0.12
H -6.0734 5.7333 0.6914 0.13
H -8.4098 5.5182 0.4677 0.13
H -8.0589 4.9383 2.1243 0.13
H -9.7182 3.3272 2.3991 0.09
H -10.2298 2.3932 0.9812 0.09
H -10.4746 4.1543 0.9962 0.09


# 4
82
Properties=species:S:1:pos:R:3:lowdin_charge:R:1 method="wB97M-V/def2-TZVPD" e_above_lowest_ev=0.106 e_lumo_ev=1.902 total_charge=-1
Au 0.2830 0.6406 -2.1119 0.72
C -6.8836 -2.8076 -1.0017 -0.03
C -5.7163 -3.2830 -0.1469 -0.32
C -6.0995 -3.5823 1.2978 -0.14
C -6.5639 -2.3164 2.0033 -0.14
C -5.5761 -1.2018 1.8080 -0.14
C -5.5330 -0.1301 2.6743 0.04
C -4.5984 0.8824 2.4911 -0.26
F -4.6075 1.9095 3.3712 0.05
C -3.6849 0.8612 1.4735 0.06
C -3.7053 -0.2191 0.5824 -0.05
C -2.6832 -0.2561 -0.4919 -0.32
O -1.8839 0.6782 -0.5736 -0.04
C -2.7225 -1.4200 -1.3376 -0.02
C -3.7160 -2.3267 -1.1346 0.02
N -4.6421 -2.2895 -0.1541 0.00
C -4.6508 -1.2362 0.7432 -0.08
C -1.7478 -1.7717 -2.4603 -0.63
O -2.1734 -2.5322 -3.3252 0.01
O -0.5429 -1.3609 -2.3592 -0.16
H -7.6984 -3.5316 -0.9701 0.08
H -6.5726 -2.6852 -2.0382 0.09
H -7.2656 -1.8474 -0.6565 0.08
H -5.2893 -4.1831 -0.5955 0.15
H -5.2300 -3.9975 1.8123 0.13
H -6.8817 -4.3433 1.3132 0.12
H -6.6955 -2.4981 3.0716 0.12
H -7.5439 -2.0135 1.6227 0.12
H -6.2155 -0.0706 3.5125 0.13
H -2.9596 1.6506 1.3352 0.13
H -3.7777 -3.1646 -1.8183 0.14
F 1.8335 5.3191 -4.8038 0.11
C 1.9770 4.2469 -4.0113 -0.66
F 1.3455 4.5259 -2.8508 0.09
F 3.2847 4.1320 -3.7198 0.10
S 1.2916 2.7291 -4.8174 0.45
O 1.9870 2.7100 -6.0754 -0.30
O -0.1230 3.0062 -4.8339 -0.32
O 1.6834 1.6650 -3.8932 -0.42
F 2.6388 6.5341 2.9699 0.14
C 3.5278 5.5225 3.0316 -0.58
F 4.7023 6.0238 2.5934 0.13
F 3.6941 5.2282 4.3337 0.13
C 3.0943 4.3383 2.2170 -0.12
C 2.8960 3.1008 2.8061 0.00
C 2.5169 2.0234 2.0183 -0.06
C 2.3336 2.1873 0.6495 -0.34
C 2.5144 3.4429 0.0705 -0.05
C 2.9015 4.5143 0.8510 0.01
P 1.9156 0.8162 -0.4617 1.00
C 3.5353 0.3176 -1.0973 -0.34
C 3.5456 -0.4756 -2.2444 -0.07
C 4.7495 -0.9048 -2.7694 0.01
C 5.9443 -0.5245 -2.1630 -0.12
C 5.9394 0.2834 -1.0384 0.00
C 4.7303 0.7011 -0.5064 -0.05
C 7.2358 -0.9798 -2.7744 -0.58
F 7.4751 -0.3821 -3.9570 0.14
F 8.2991 -0.7213 -1.9874 0.12
F 7.2403 -2.3076 -3.0101 0.13
C 1.4557 -0.5295 0.6768 -0.34
C 2.1939 -1.6929 0.8336 -0.04
C 1.7212 -2.7159 1.6448 0.00
C 0.5149 -2.5653 2.3109 -0.12
C -0.2300 -1.3997 2.1624 0.00
C 0.2361 -0.3916 1.3435 -0.08
C -0.0277 -3.6787 3.1555 -0.58
F -0.9264 -4.4347 2.4887 0.13
F -0.6650 -3.2176 4.2531 0.13
F 0.9316 -4.5185 3.5877 0.13
H 3.0400 2.9706 3.8686 0.12
H 2.3704 1.0541 2.4738 0.11
H 2.3524 3.5822 -0.9878 0.09
H 3.0452 5.4858 0.3989 0.13
H 2.6203 -0.7338 -2.7409 0.10
H 4.7602 -1.5178 -3.6600 0.13
H 6.8688 0.5865 -0.5776 0.12
H 4.7295 1.3304 0.3732 0.11
H 3.1361 -1.8206 0.3170 0.11
H 2.2960 -3.6246 1.7541 0.12
H -1.1785 -1.2832 2.6712 0.12
H -0.3766 0.4877 1.1893 0.10